11
Properties=species:S:1:pos:R:3:mulliken_charge:R:1 method="wB97M-V/def2-TZVPD" e_above_lowest_ev=2.0371 molar_mass_da=83.090 orbital_gap_ev=9.05 charge=0
N -0.9835 -1.3033 -0.6089 -0.51
C -0.5100 -0.3142 0.2850 -0.01
C 0.9378 -0.1354 0.5562 -0.54
C 1.0653 1.1863 0.2489 -0.23
C -0.2702 1.3254 -0.2761 0.22
O -0.9371 2.0616 -0.9297 -0.53
H -0.3841 -1.4677 -1.4053 0.22
H -1.2920 -2.1616 -0.1740 0.21
H -1.1650 -0.2143 1.1479 0.38
H 1.6931 -0.8876 0.7359 0.37
H 1.8456 1.9108 0.4202 0.41